# 1
C38H37GeIrN2O4PS3 | ωB97M-V with the def2-TZVPD basis set

Values from the calculation:
E_tot in eV: -152328.5369
Kohn-Sham gap (alpha / beta) in eV: 5.3 / 6.0
Spin multiplicity: 5
Charge: -1
HOMO level (alpha / beta) in eV: -2.74 / -5.12

```
87
Properties=species:S:1:pos:R:3:forces:R:3:mulliken_spin:R:1
Ir -0.491 -0.668 -0.434 0.0 0.1 -0.4 1.573
C 3.568 -5.440 -1.129 0.0 0.1 0.0 0.000
C 3.437 -4.487 0.045 0.0 -0.1 -0.2 0.002
O 3.816 -3.150 -0.321 -0.1 -0.1 0.1 0.007
P 2.810 -2.023 -0.846 0.1 0.0 -0.3 -0.002
S 3.806 -0.366 -1.067 -0.2 -0.1 0.2 0.007
S 1.150 -2.205 0.340 -0.1 0.2 0.0 0.017
O 2.375 -2.652 -2.271 0.1 0.1 0.0 -0.001
C 1.703 -1.845 -3.247 -0.1 0.0 -0.1 -0.001
C 1.906 -2.476 -4.607 0.0 -0.1 0.1 0.000
H 3.234 -6.436 -0.828 0.0 0.0 0.0 0.000
H 4.606 -5.499 -1.463 0.0 0.0 0.0 0.000
H 2.953 -5.095 -1.960 0.0 0.0 0.0 0.001
H 4.118 -4.768 0.847 0.0 0.0 0.1 0.000
H 2.420 -4.491 0.434 0.0 0.0 0.0 0.000
H 2.113 -0.834 -3.227 0.0 0.0 0.1 -0.003
H 0.641 -1.788 -2.993 0.0 0.0 0.1 0.003
H 2.972 -2.624 -4.789 0.0 0.0 0.0 0.000
H 1.501 -1.822 -5.380 0.0 0.0 0.0 0.000
H 1.406 -3.445 -4.667 0.0 0.0 0.0 0.000
O -0.593 2.007 2.643 -0.1 0.1 0.0 0.025
S -1.781 2.204 -0.888 0.1 0.2 -0.2 0.015
O -3.024 2.947 -1.174 0.0 0.0 0.0 0.008
N -2.011 0.500 -1.012 0.2 -0.4 0.4 0.324
C -3.263 -0.113 -1.044 -0.3 0.1 -0.1 0.022
C -4.484 0.504 -1.422 0.2 0.0 0.0 0.219
C -5.649 -0.234 -1.435 0.0 -0.1 0.0 -0.077
C -5.647 -1.583 -1.095 0.0 0.0 0.0 0.210
C -4.454 -2.240 -0.745 0.0 0.0 0.0 -0.129
C -4.386 -3.613 -0.403 0.0 0.0 0.0 0.517
C -3.135 -4.162 -0.034 -0.2 0.1 -0.1 -0.080
C -2.022 -3.380 -0.026 0.1 0.1 0.1 0.214
N -2.045 -2.045 -0.374 0.0 0.1 0.1 0.131
C -3.258 -1.479 -0.717 0.1 0.0 -0.1 0.065
C -0.815 2.363 -2.414 -0.1 -0.1 0.1 0.015
C 0.358 3.099 -2.392 -0.1 0.0 0.1 0.025
C 1.070 3.276 -3.571 0.0 0.0 -0.1 0.008
C 0.593 2.733 -4.756 0.0 0.0 0.0 0.004
C -0.601 2.017 -4.770 0.0 0.0 0.0 -0.007
C -1.312 1.832 -3.595 0.0 0.0 0.0 -0.005
H -4.498 1.547 -1.688 0.0 0.0 0.0 0.024
H -6.580 0.247 -1.710 0.0 0.0 0.0 0.004
H -6.571 -2.152 -1.103 0.0 0.0 0.0 0.003
H -5.285 -4.217 -0.412 0.0 0.0 0.0 0.031
H -3.053 -5.203 0.252 0.0 0.0 0.0 -0.003
H -1.053 -3.768 0.259 0.0 0.0 0.0 0.044
H 0.710 3.519 -1.455 0.1 -0.1 0.0 -0.020
H 2.001 3.829 -3.561 0.0 0.0 0.0 -0.001
H 1.154 2.860 -5.674 0.0 0.0 0.0 0.000
H -0.971 1.597 -5.697 0.0 0.0 0.0 0.000
H -2.243 1.275 -3.585 0.1 0.0 0.0 0.007
C 0.689 0.868 0.012 0.1 0.0 0.6 0.713
Ge 0.947 1.572 1.773 0.0 -0.1 0.1 0.013
C -1.789 1.378 2.616 -0.1 -0.1 -0.1 -0.010
C -2.946 2.154 2.700 0.1 0.0 -0.1 -0.004
C -4.195 1.554 2.681 0.0 -0.1 0.0 0.000
C -4.314 0.172 2.584 0.0 0.0 0.0 0.006
C -3.164 -0.604 2.521 -0.1 0.0 0.0 -0.006
C -1.910 -0.011 2.541 0.0 0.0 0.1 0.018
C 1.792 3.334 1.642 -0.1 -0.1 -0.1 -0.008
C 1.213 4.467 2.211 0.0 0.0 0.0 -0.005
C 1.774 5.723 2.015 0.0 0.0 0.0 0.000
C 2.924 5.860 1.247 0.0 0.0 0.0 0.001
C 3.511 4.738 0.676 0.0 0.0 0.0 0.006
C 2.946 3.484 0.870 0.0 0.0 0.0 0.009
C 1.845 0.435 3.103 0.0 0.0 -0.2 0.012
C 3.172 0.048 2.907 -0.1 0.0 0.1 0.023
C 3.807 -0.778 3.825 0.0 0.0 0.0 -0.002
C 3.125 -1.224 4.949 0.0 0.0 0.0 0.000
C 1.803 -0.849 5.150 0.0 0.0 0.0 0.001
C 1.167 -0.025 4.229 0.0 0.1 0.0 0.014
H 1.538 1.115 -0.625 -0.1 0.0 -0.2 0.035
H -2.841 3.232 2.746 0.0 0.0 0.0 -0.001
H -5.084 2.171 2.728 0.0 0.0 0.0 0.000
H -5.290 -0.295 2.533 0.0 0.0 0.0 0.001
H -3.244 -1.683 2.447 0.0 0.0 0.0 -0.001
H -1.016 -0.620 2.501 0.0 0.0 0.0 -0.004
H 0.309 4.354 2.800 0.0 0.0 0.0 -0.001
H 1.309 6.596 2.457 0.0 0.0 0.0 0.000
H 3.358 6.841 1.091 0.0 0.0 0.0 0.000
H 4.405 4.839 0.071 0.0 0.0 0.0 0.000
H 3.401 2.612 0.404 0.0 0.1 0.0 -0.003
H 3.703 0.374 2.021 0.1 0.0 0.0 -0.005
H 4.835 -1.081 3.656 0.0 0.0 0.0 0.000
H 3.621 -1.867 5.668 0.0 0.0 0.0 0.000
H 1.266 -1.202 6.022 0.0 0.0 0.0 0.000
H 0.135 0.264 4.389 0.0 0.0 0.0 0.001
```
Forces are in eV/Å.

# 2
C38H37GeN2O3STc | ωB97M-V with the def2-TZVPD basis set

Values from the calculation:
E_tot in eV: -118678.3581
Kohn-Sham gap in eV: 7.2
HOMO level in eV: -6.96

```
83
Properties=species:S:1:pos:R:3:forces:R:3:mulliken_charge:R:1
Tc -0.185 0.893 -1.541 0.0 0.1 0.1 -0.496
O 0.339 -0.732 -2.708 0.0 0.0 -0.1 -0.705
C 0.382 -1.964 -2.316 0.0 0.0 0.0 0.022
C 1.304 -2.847 -2.934 0.0 0.0 0.0 -0.504
C 1.398 -4.163 -2.557 0.0 0.0 0.0 -0.548
C 0.564 -4.701 -1.565 0.0 0.0 0.0 -1.073
C -0.369 -3.882 -0.982 0.0 0.0 0.0 -0.219
C -0.465 -2.519 -1.317 0.0 0.0 0.0 1.202
C -1.573 -1.752 -0.810 0.0 0.0 0.0 -1.052
N -1.643 -0.475 -0.817 0.0 0.0 0.0 1.167
C -2.938 0.159 -0.669 0.0 0.0 0.0 -0.789
C -3.205 0.772 -2.035 0.0 0.0 0.0 -1.529
N -1.970 1.437 -2.471 0.0 0.0 -0.1 0.367
C -2.067 2.283 -3.440 0.0 0.0 0.0 -0.360
C -1.016 3.033 -4.054 0.0 0.0 0.0 0.912
C -1.401 4.014 -5.000 0.0 0.0 0.0 -0.902
C -0.483 4.773 -5.668 0.0 0.0 0.0 -0.763
C 0.885 4.551 -5.416 0.0 0.0 0.0 -0.364
C 1.297 3.599 -4.526 0.0 0.0 0.0 -0.829
C 0.367 2.810 -3.799 0.0 0.0 0.0 0.362
O 0.824 1.921 -2.983 0.0 0.0 0.0 -0.354
H 1.939 -2.433 -3.708 0.0 0.0 0.0 0.460
H 2.128 -4.801 -3.043 0.0 0.0 0.0 0.430
H 0.643 -5.742 -1.283 0.0 0.0 0.0 0.436
H -1.058 -4.278 -0.244 0.0 0.0 0.0 0.448
H -2.440 -2.312 -0.449 0.0 0.0 0.0 0.160
H -2.874 0.938 0.094 0.0 0.0 0.0 0.148
H -3.720 -0.553 -0.390 0.0 0.0 0.0 0.563
H -4.037 1.480 -2.011 0.0 0.0 0.0 0.585
H -3.450 -0.029 -2.738 0.0 0.0 0.0 0.367
H -3.067 2.471 -3.838 0.0 0.0 0.0 0.213
H -2.460 4.155 -5.188 0.0 0.0 0.0 0.339
H -0.797 5.523 -6.381 0.0 0.0 0.0 0.397
H 1.626 5.144 -5.938 0.0 0.0 0.0 0.401
H 2.346 3.423 -4.330 0.0 0.0 0.0 0.443
C 1.928 0.856 -0.247 0.0 0.0 0.0 -0.515
H 2.054 1.739 -0.873 0.0 0.0 0.0 0.238
H 2.857 0.340 0.000 0.0 0.0 0.0 0.336
C -0.595 2.876 1.355 0.0 0.0 0.0 -0.852
S -0.378 2.984 -0.420 0.0 -0.1 0.0 1.715
C -1.855 3.951 -0.755 0.0 0.0 0.0 -1.484
O 0.754 3.904 -0.635 0.0 0.0 0.0 -0.814
H -0.700 3.888 1.744 0.0 0.0 0.0 0.653
H 0.301 2.412 1.756 0.0 0.0 0.0 -0.001
H -1.471 2.270 1.585 0.0 0.0 0.0 0.157
H -2.751 3.365 -0.552 0.0 0.0 0.0 0.264
H -1.815 4.247 -1.800 0.0 0.0 0.0 0.338
H -1.810 4.834 -0.120 0.0 0.0 0.0 0.573
C 0.727 0.398 0.168 0.1 -0.1 0.0 0.154
Ge 0.716 -0.786 1.731 0.0 0.0 0.0 2.440
C 2.118 -2.134 1.601 0.0 0.0 0.0 -0.058
C 2.565 -2.742 2.776 0.0 0.0 0.0 -0.648
C 3.541 -3.727 2.739 0.0 0.0 0.0 -0.642
C 4.089 -4.112 1.522 0.0 0.0 0.0 -0.608
C 3.657 -3.511 0.349 0.0 0.0 0.0 -0.772
C 2.677 -2.528 0.389 0.0 0.0 0.0 0.013
C 1.174 0.368 3.251 0.0 0.0 0.0 -0.732
C 0.291 0.631 4.296 0.0 0.0 0.0 0.031
C 0.641 1.497 5.325 0.0 0.0 0.0 -0.791
C 1.885 2.110 5.324 0.0 0.0 0.0 -0.523
C 2.782 1.847 4.297 0.0 0.0 0.0 -0.714
C 2.427 0.982 3.272 0.0 0.0 0.0 -0.094
C -0.976 -1.661 2.180 0.0 0.0 0.0 -0.104
C -1.034 -3.046 2.318 0.0 0.0 0.0 -0.314
C -2.234 -3.685 2.612 0.0 0.0 0.0 -0.539
C -3.395 -2.944 2.777 0.0 0.0 0.0 -0.743
C -3.351 -1.561 2.661 0.0 0.0 0.0 -1.080
C -2.150 -0.931 2.368 0.0 0.0 0.0 0.214
H 2.152 -2.439 3.733 0.0 0.0 0.0 0.416
H 3.878 -4.189 3.658 0.0 0.0 0.0 0.404
H 4.853 -4.878 1.490 0.0 0.0 0.0 0.377
H 4.076 -3.810 -0.604 0.0 0.0 0.0 0.430
H 2.343 -2.076 -0.536 0.0 0.0 0.0 0.314
H -0.679 0.149 4.319 0.0 0.0 0.0 0.341
H -0.058 1.690 6.130 0.0 0.0 0.0 0.419
H 2.158 2.786 6.124 0.0 0.0 0.0 0.384
H 3.757 2.317 4.295 0.0 0.0 0.0 0.411
H 3.138 0.789 2.476 0.0 0.0 0.0 0.324
H -0.135 -3.636 2.180 0.0 0.0 0.0 0.348
H -2.260 -4.763 2.711 0.0 0.0 0.0 0.451
H -4.330 -3.441 3.005 0.0 0.0 0.0 0.398
H -4.251 -0.974 2.801 0.0 0.0 0.0 0.479
H -2.133 0.151 2.277 0.0 0.0 0.0 0.470
```
Forces are in eV/Å.

# 3
C38H37MnN4O4PS | ωB97M-V with the def2-TZVPD basis set

Values from the calculation:
E_tot in eV: -105596.5118
Kohn-Sham gap (alpha / beta) in eV: 6.6 / 7.4
Spin multiplicity: 5
Charge: +1
HOMO level (alpha / beta) in eV: -10.89 / -10.98

```
86
Properties=species:S:1:pos:R:3:forces:R:3:mulliken_spin:R:1
Mn 0.738 -0.035 -0.049 0.3 0.4 -0.2 4.130
O 4.468 -0.932 1.182 0.0 0.0 0.0 0.009
C 3.505 -1.268 0.557 -0.2 0.1 -0.2 -0.028
O 2.349 -0.590 0.631 0.1 0.1 0.1 0.074
C 3.511 -2.455 -0.366 0.0 0.1 0.0 0.012
C 4.735 -2.996 -0.725 0.1 0.1 0.0 0.002
C 4.795 -4.077 -1.592 0.0 0.0 0.0 -0.003
C 3.626 -4.619 -2.104 0.0 0.0 0.0 0.002
C 2.393 -4.097 -1.730 0.0 0.0 0.0 -0.004
C 2.332 -3.022 -0.853 -0.1 0.1 -0.2 -0.018
P 0.755 -2.427 -0.184 -0.1 -0.4 0.4 -0.181
C -0.525 -3.404 -1.007 -0.1 0.2 -0.2 -0.058
C -1.106 -4.553 -0.478 0.0 0.0 0.0 -0.002
C -2.065 -5.241 -1.211 0.0 0.0 0.0 0.000
C -2.454 -4.787 -2.463 0.0 0.0 0.0 -0.003
C -1.895 -3.628 -2.987 0.0 0.0 0.0 0.003
C -0.940 -2.937 -2.257 0.0 -0.1 0.0 -0.007
C 0.875 -3.009 1.547 0.0 0.0 0.0 -0.032
C 1.327 -4.304 1.794 0.0 0.0 0.0 -0.003
C 1.449 -4.769 3.096 0.0 0.0 0.0 0.000
C 1.148 -3.936 4.163 0.0 0.0 0.0 0.000
C 0.730 -2.633 3.928 0.0 -0.1 0.0 -0.001
C 0.591 -2.176 2.628 0.0 0.1 0.0 -0.032
H 5.630 -2.551 -0.312 0.0 0.0 0.0 0.000
H 5.753 -4.496 -1.870 0.0 0.0 0.0 0.000
H 3.665 -5.462 -2.781 0.0 0.0 0.0 0.000
H 1.486 -4.543 -2.118 0.0 0.0 0.0 -0.001
H -0.823 -4.915 0.501 0.0 0.0 0.0 -0.001
H -2.508 -6.138 -0.798 0.0 0.0 0.0 0.000
H -3.192 -5.336 -3.033 0.0 0.0 0.0 0.000
H -2.203 -3.265 -3.959 0.0 0.0 0.0 0.000
H -0.501 -2.032 -2.667 0.0 0.0 0.0 -0.004
H 1.612 -4.948 0.970 0.0 0.0 0.0 0.000
H 1.794 -5.779 3.274 0.0 0.0 0.0 0.000
H 1.260 -4.293 5.178 0.0 0.0 0.0 0.000
H 0.525 -1.970 4.758 0.0 0.0 0.0 0.000
H 0.275 -1.152 2.469 0.0 0.0 0.0 0.055
O 3.386 2.823 0.732 0.2 -0.1 -0.1 0.002
S 2.404 2.688 -0.295 -0.1 0.1 0.1 0.013
O 1.892 3.859 -0.950 -0.1 0.2 0.1 0.003
N 1.103 1.823 0.275 0.0 0.5 0.1 -0.053
C -0.038 2.594 0.581 0.1 -0.3 -0.3 -0.073
C -0.088 3.817 1.185 0.0 0.1 0.2 0.023
C -1.334 4.460 1.374 0.1 0.0 0.0 -0.008
C -2.501 3.904 0.936 0.0 0.0 0.0 0.018
C -2.469 2.657 0.265 -0.1 0.0 0.0 -0.002
C -3.588 2.042 -0.328 0.0 0.0 0.1 0.008
C -3.433 0.887 -1.048 0.0 0.0 0.0 -0.009
C -2.168 0.298 -1.124 0.0 -0.1 -0.1 0.043
N -1.107 0.808 -0.532 0.3 -0.1 0.1 -0.011
C -1.232 2.008 0.123 -0.2 -0.1 -0.2 0.071
C 3.010 1.662 -1.597 -0.1 -0.4 0.1 0.009
C 2.112 1.140 -2.530 0.0 0.1 0.0 0.032
C 2.592 0.370 -3.579 0.0 0.0 0.0 0.017
C 3.959 0.158 -3.707 0.0 -0.1 0.0 -0.002
C 4.842 0.715 -2.794 0.1 0.0 0.0 0.009
C 4.372 1.465 -1.720 0.0 -0.2 0.0 -0.004
H 0.828 4.294 1.508 -0.1 0.0 0.0 0.001
H -1.353 5.423 1.867 0.0 0.0 0.0 0.000
H -3.447 4.409 1.073 0.0 0.0 0.0 0.001
H -4.564 2.502 -0.226 0.0 0.0 0.0 -0.001
H -4.266 0.415 -1.548 0.0 0.0 0.0 0.000
H -2.023 -0.617 -1.685 0.0 0.0 0.1 -0.020
H 1.062 1.422 -2.495 0.0 -0.1 0.1 -0.015
H 1.908 -0.034 -4.314 0.0 0.0 0.0 0.000
H 4.336 -0.437 -4.529 0.0 0.0 0.0 0.000
H 5.907 0.567 -2.913 0.0 0.0 0.0 0.001
H 5.042 1.876 -0.978 0.0 0.0 0.0 0.001
C -4.936 -1.624 1.578 0.0 0.0 0.0 -0.001
C -3.811 -1.625 2.608 0.0 0.0 0.0 0.001
C -3.466 -3.062 3.012 0.0 0.0 0.1 0.000
C -4.227 -0.827 3.838 0.0 0.0 0.0 0.000
N -2.652 -0.898 2.039 0.0 0.1 -0.1 -0.004
N -1.900 -1.606 1.060 0.0 -0.3 0.1 0.042
H -5.833 -2.085 1.992 0.0 0.0 0.0 0.000
H -4.664 -2.193 0.684 0.0 0.0 0.0 0.000
H -5.174 -0.601 1.283 0.0 0.0 0.0 0.000
H -4.285 -3.493 3.589 0.0 0.0 0.0 0.000
H -2.568 -3.088 3.636 0.0 0.0 0.0 0.000
H -3.311 -3.709 2.145 0.0 0.0 0.0 0.000
H -5.146 -1.231 4.262 0.0 0.0 0.0 0.000
H -4.396 0.219 3.575 0.0 0.0 0.0 0.000
H -3.454 -0.869 4.610 0.0 0.0 0.0 0.000
H -2.014 -0.658 2.789 0.0 0.0 0.0 0.000
H -2.494 -1.734 0.247 0.0 0.1 0.0 -0.005
H -1.677 -2.549 1.384 -0.1 0.0 0.0 0.007
```
Forces are in eV/Å.